88
Properties=species:S:1:pos:R:3:forces:R:3:lowdin_charge:R:1 method="wB97M-V/def2-TZVPD" homo_lumo_gap_ev="5.6 / 5.6" energy_ev=-81385.785 multiplicity=1 charge=+2 lumo_ev="-7.72 / -7.72"
In 0.0645 0.0002 -2.6631 -0.041 0.013 1.299 0.94
C -3.2204 2.1054 3.5004 -0.062 -0.012 -0.039 -0.04
C -2.0237 3.0200 3.2100 0.067 0.026 -0.135 -0.55
C -2.4727 4.4774 3.3489 -0.039 0.010 -0.038 -0.05
C -0.9084 2.7494 4.2334 0.017 0.012 0.040 -0.03
C -1.4573 2.7132 1.8173 0.007 0.707 0.052 -0.11
C -1.1755 1.4523 1.4475 0.382 -0.349 -0.228 0.06
C -0.5803 1.2170 0.1608 -0.308 -0.318 0.425 -0.14
N -0.3383 0.0468 -0.3714 0.074 0.268 -0.051 0.11
C -0.2676 -1.1809 0.1533 0.208 0.143 0.359 -0.17
C 0.1471 -1.5052 1.4779 -0.333 0.393 -0.263 0.05
C 0.2334 -2.8072 1.8293 -0.090 -0.693 -0.034 -0.13
C -0.0243 -3.8010 0.8139 0.105 0.219 0.516 0.09
C -0.3408 -3.5484 -0.4938 -0.216 0.098 -0.409 -0.07
C -0.5048 -2.1766 -0.8356 0.190 -0.220 -0.147 -0.25
O -0.8913 -1.7754 -2.0277 0.276 -0.067 -1.034 -0.13
C -0.5256 -4.6551 -1.5416 0.038 0.132 0.133 -0.53
C -1.9361 -4.5946 -2.1480 -0.009 -0.037 -0.016 -0.02
C 0.5397 -4.4749 -2.6363 0.006 0.010 -0.026 -0.04
C -0.3371 -6.0399 -0.9211 0.020 -0.059 -0.020 -0.05
C 0.5692 -3.2742 3.2420 0.091 -0.141 -0.148 -0.56
C 0.7966 -2.1016 4.1925 0.023 0.067 0.003 -0.06
C 1.8393 -4.1389 3.2066 0.033 0.021 0.060 -0.03
C -0.6076 -4.1137 3.7664 -0.048 0.016 0.015 -0.03
C -0.3650 2.3007 -0.7826 0.123 0.043 -0.420 -0.20
O 0.1708 1.9972 -1.9189 -0.631 0.443 -0.444 -0.16
C -0.7098 3.6290 -0.4103 0.334 0.084 -0.157 -0.07
C -1.1734 3.7811 0.8672 -0.103 -0.270 0.403 0.12
C -0.5322 4.8056 -1.3798 -0.057 -0.052 0.096 -0.53
C -0.8623 6.1359 -0.6970 -0.026 0.010 0.009 -0.05
C 0.9148 4.8972 -1.8891 0.048 -0.034 0.011 -0.03
C -1.5006 4.6159 -2.5568 -0.010 0.013 -0.051 -0.02
H -3.6650 2.3810 4.4581 0.033 -0.041 -0.023 0.10
H -3.9903 2.2053 2.7314 0.025 0.000 0.044 0.10
H -2.9321 1.0536 3.5647 -0.015 0.051 -0.010 0.08
H -2.9289 4.6150 4.3296 0.019 0.006 -0.025 0.10
H -1.6346 5.1764 3.2857 -0.042 -0.030 -0.010 0.09
H -3.2204 4.7509 2.5985 0.036 -0.016 0.048 0.10
H -1.2659 2.9801 5.2396 0.024 -0.032 -0.053 0.10
H -0.5961 1.7015 4.2126 -0.021 0.060 0.012 0.08
H -0.0319 3.3723 4.0362 -0.037 -0.031 0.014 0.10
H -1.4142 0.6052 2.0768 0.039 0.020 -0.034 0.12
H 0.4229 -0.7078 2.1540 -0.091 -0.010 0.001 0.11
H 0.0681 -4.8350 1.1178 -0.006 0.044 0.002 0.10
H -2.1138 -3.6702 -2.6939 0.014 -0.013 0.027 0.07
H -2.0672 -5.4289 -2.8409 -0.002 0.036 0.040 0.10
H -2.6939 -4.6860 -1.3667 0.023 -0.014 -0.034 0.10
H 0.4058 -3.5317 -3.1733 -0.023 -0.044 0.017 0.05
H 1.5448 -4.5021 -2.2030 -0.033 -0.040 -0.025 0.09
H 0.4678 -5.2857 -3.3649 0.003 0.055 0.035 0.10
H -1.0925 -6.2481 -0.1592 0.052 0.012 -0.024 0.10
H -0.4458 -6.7939 -1.7022 -0.005 0.020 0.038 0.10
H 0.6559 -6.1681 -0.4816 -0.045 0.008 -0.017 0.09
H 1.6877 -1.5262 3.9242 -0.065 -0.003 -0.005 0.09
H -0.0652 -1.4281 4.2228 0.032 -0.046 0.020 0.08
H 0.9469 -2.4830 5.2031 0.016 0.022 -0.032 0.10
H 2.6885 -3.5714 2.8169 -0.036 -0.031 0.011 0.09
H 2.0887 -4.4635 4.2191 -0.007 -0.010 -0.056 0.10
H 1.7129 -5.0355 2.5953 0.004 0.050 0.033 0.08
H -1.5350 -3.5349 3.7670 0.047 -0.029 0.012 0.10
H -0.7695 -5.0165 3.1729 0.011 0.056 0.030 0.08
H -0.4016 -4.4261 4.7923 -0.015 -0.007 -0.058 0.10
H -1.3735 4.7865 1.2055 -0.068 -0.025 -0.013 0.10
H -0.1859 6.3428 0.1369 -0.044 -0.007 -0.032 0.10
H -0.7451 6.9425 -1.4218 -0.004 -0.025 0.032 0.10
H -1.8928 6.1731 -0.3345 0.046 -0.003 -0.026 0.10
H 1.6190 4.9679 -1.0558 -0.020 0.014 -0.037 0.10
H 1.1932 4.0429 -2.5072 -0.040 0.060 0.032 0.06
H 1.0232 5.7976 -2.4971 0.012 -0.038 0.030 0.10
H -2.5319 4.5376 -2.2053 0.034 0.014 -0.021 0.10
H -1.4399 5.4747 -3.2292 0.011 -0.056 0.027 0.10
H -1.2625 3.7194 -3.1329 -0.019 0.017 0.024 0.05
I 5.2056 2.9817 -2.2127 0.152 0.279 0.003 1.03
C 4.2549 1.1612 -2.3000 -0.013 -0.164 -0.001 -0.71
C 4.9484 -0.0346 -2.1650 0.039 -0.091 0.019 -0.07
C 4.2550 -1.2351 -2.2257 0.190 0.001 0.022 0.00
C 2.8942 -1.2151 -2.4153 -0.260 0.196 -0.081 -0.10
N 2.2210 -0.0547 -2.5461 0.475 0.083 0.036 -0.04
C 2.8885 1.1198 -2.4911 -0.124 -0.469 -0.065 -0.17
H 6.0203 -0.0308 -2.0143 -0.013 0.000 -0.004 0.12
H 4.7706 -2.1799 -2.1268 -0.004 0.003 0.006 0.13
H 2.3177 -2.1307 -2.4725 -0.045 -0.001 0.018 0.11
H 2.3109 2.0250 -2.6010 -0.048 -0.022 0.021 0.08
Cl 0.7808 -1.1329 -5.2959 -0.244 0.086 0.013 0.65
C 0.2062 0.3187 -6.1515 0.001 -0.033 0.117 -0.83
Cl -0.0389 1.6511 -4.9786 -0.023 -0.389 0.155 0.68
H -0.7409 0.0941 -6.6204 -0.110 -0.013 -0.002 0.06
H 0.9554 0.6219 -6.8690 0.118 0.068 -0.013 0.06



90
Properties=species:S:1:pos:R:3:forces:R:3:lowdin_charge:R:1 method="wB97M-V/def2-TZVPD" homo_lumo_gap_ev=3.2 energy_ev=-97424.408 multiplicity=1 charge=+2 lumo_ev=-8.62
P -2.6299 4.9891 -3.2658 -0.090 -0.507 0.418 1.07
C -3.8880 4.5245 -2.0941 -1.027 0.105 1.571 -0.37
C -4.3485 5.7758 -1.6092 -0.867 -0.199 -0.291 -0.15
H -3.6748 6.6370 -1.6693 -0.352 -0.143 -0.178 0.10
C -5.6777 5.9686 -1.2527 0.367 -0.435 0.298 -0.07
H -6.0268 6.9817 -1.0851 -0.083 -0.175 0.224 0.11
C -6.5345 4.8598 -1.1764 0.092 0.368 -0.148 -0.07
H -7.5924 5.0315 -0.9274 0.585 -0.312 -0.147 0.12
C -6.0293 3.5827 -1.4223 0.223 0.011 0.157 -0.08
H -6.7119 2.7405 -1.2894 0.403 0.098 -0.062 0.11
C -4.6980 3.3821 -1.8615 -0.395 1.400 0.066 -0.07
H -4.3366 2.3746 -1.9837 0.045 -0.144 -0.539 0.08
C -1.1164 5.3612 -2.4302 2.071 -0.583 0.691 -0.40
C -0.8788 5.5176 -1.0477 0.413 0.347 -0.380 -0.11
H -1.5019 5.0279 -0.3072 -0.362 0.259 -0.144 0.09
C 0.1864 6.3233 -0.6095 0.209 0.009 -0.059 -0.10
H 0.3361 6.5243 0.4535 -0.171 -0.165 -0.233 0.10
C 1.0532 6.9374 -1.5180 -0.032 0.065 -0.153 -0.09
H 1.8187 7.6579 -1.1870 -0.483 -0.487 -0.105 0.11
C 0.9198 6.6424 -2.8833 -0.172 -0.437 0.255 -0.08
H 1.5743 7.1089 -3.6131 0.046 -0.177 0.090 0.11
C -0.1014 5.7933 -3.3157 0.191 0.655 0.347 -0.12
H -0.1694 5.5421 -4.3748 -0.175 0.292 0.112 0.11
C -2.4392 3.6863 -4.4840 0.212 -0.774 -1.774 -0.34
C -3.1951 4.2438 -5.5412 -0.015 0.296 -0.382 -0.15
H -3.7942 5.1432 -5.3125 0.362 -0.580 -0.315 0.09
C -3.1302 3.8179 -6.8555 0.208 -0.824 0.012 -0.05
H -3.6818 4.3795 -7.6056 0.113 -0.306 -0.002 0.12
C -2.3446 2.6937 -7.1692 -0.392 0.607 0.007 -0.06
H -2.3056 2.3590 -8.2192 0.165 0.034 0.753 0.12
C -1.6530 2.0451 -6.1405 -0.035 0.066 0.221 -0.08
H -1.0774 1.1529 -6.4170 -0.173 0.345 0.362 0.10
C -1.6773 2.5184 -4.8031 -0.766 0.758 -0.725 -0.09
H -1.1473 1.9298 -4.0621 0.035 0.123 0.199 0.06
Pb -0.1607 -0.3894 0.3880 1.932 -4.168 2.818 0.93
C 2.0893 0.5367 -0.4766 -0.347 -0.554 0.686 -0.07
C 2.3454 1.6322 -1.1923 -2.007 -0.889 0.222 -0.34
H 2.8092 -0.1651 -0.0720 0.633 0.405 -0.130 0.04
C 1.1748 2.4786 -1.8033 -0.667 1.778 -1.779 -0.33
O 1.3431 2.6059 -3.2387 0.927 -0.820 0.553 -0.05
H 0.5320 2.9142 -3.6616 -0.179 0.276 0.094 0.06
C -0.1096 1.8654 -1.5354 0.079 -2.675 2.927 0.07
H 1.1908 3.5340 -1.4567 -0.077 -0.510 0.482 0.14
C -0.7850 0.9871 -0.8994 -2.304 7.970 -6.581 -0.40
Cl -2.8927 -0.7577 0.4478 1.541 0.036 0.294 -0.05
P -0.1901 -1.8917 -2.0732 -0.090 -1.279 0.621 0.79
P -0.0970 1.5290 2.3850 -0.175 -0.844 1.037 0.79
C -1.0657 -3.4047 -1.5407 0.025 0.214 -0.101 -0.25
H -2.0237 -3.1029 -1.0903 0.249 -0.212 -0.165 0.02
H -0.4648 -3.9395 -0.7903 -0.212 0.147 -0.243 0.05
H -1.2343 -4.0368 -2.4236 -0.009 0.018 0.343 0.06
C -1.0144 -1.4073 -3.6323 -0.029 0.554 0.325 -0.22
H -0.3369 -0.7875 -4.2414 -0.284 -0.221 0.202 0.05
H -1.9131 -0.8231 -3.3782 0.199 -0.251 -0.282 0.06
H -1.2959 -2.3225 -4.1773 0.114 0.346 0.185 0.07
C 1.4757 -2.4543 -2.5653 0.026 0.286 0.184 -0.24
H 1.9791 -2.8917 -1.6891 -0.141 0.080 -0.345 0.06
H 2.0505 -1.5834 -2.9172 -0.101 -0.364 0.024 0.04
H 1.3851 -3.2031 -3.3659 0.104 0.218 0.224 0.07
C -0.3801 0.4397 3.8195 -0.025 0.088 -0.101 -0.25
H 0.5151 -0.1697 4.0078 -0.277 0.153 -0.013 0.06
H -1.2284 -0.2298 3.6083 0.222 0.231 0.142 0.06
H -0.6073 1.0743 4.6861 0.087 -0.300 -0.074 0.07
C 1.4909 2.3554 2.7036 0.164 -0.164 -0.521 -0.23
H 1.6847 3.0818 1.8985 -0.012 -0.162 0.348 0.04
H 2.2951 1.6033 2.7110 -0.235 0.307 0.102 0.06
H 1.4335 2.8672 3.6754 0.034 -0.135 -0.273 0.08
C -1.3687 2.8220 2.5053 -0.111 -0.124 -0.584 -0.21
H -2.2945 2.4488 2.0394 0.194 0.250 0.263 0.06
H -1.0268 3.7287 1.9826 -0.199 -0.296 0.177 0.05
H -1.5328 3.0297 3.5730 0.022 -0.017 -0.343 0.07
P 3.9427 2.2644 -1.6528 -0.164 -0.541 0.135 0.87
C 5.1542 1.4611 -0.6172 0.334 -0.032 0.186 -0.16
C 3.9634 4.0201 -1.3809 0.187 0.246 0.027 -0.15
H 5.0734 0.3655 -0.6646 0.029 0.378 -0.133 0.08
H 5.0589 1.7753 0.4325 -0.004 -0.019 -0.359 0.08
H 6.1342 1.7736 -1.0011 -0.076 -0.176 0.210 0.08
H 3.2897 4.5306 -2.0728 0.050 -0.034 -0.027 0.07
H 4.9939 4.3367 -1.5709 -0.131 0.215 0.059 0.08
H 3.6806 4.2718 -0.3537 0.119 -0.094 -0.138 0.08
C 4.2699 1.9066 -3.3665 0.165 0.085 -0.112 -0.15
H 4.2111 0.8272 -3.5481 0.130 0.226 0.078 0.08
H 5.2807 2.2842 -3.5609 -0.145 -0.160 -0.263 0.08
H 3.5212 2.4134 -3.9836 0.263 -0.057 0.106 0.06
H -1.8890 1.0196 -0.9150 0.219 -0.506 0.322 0.04
N 0.4239 -2.2390 1.6364 -0.135 2.213 -1.358 0.01
C 0.5314 -3.2872 2.1496 0.019 -2.829 1.059 -0.32
N 0.6343 -4.4764 2.6313 -0.871 2.716 -2.737 0.10
C 1.1121 -4.6001 3.8337 1.137 -0.955 2.993 -0.40
N 1.5304 -4.8218 4.8954 -0.343 0.370 -0.913 0.13